1.
C5H4OS | ωB97M-V/def2-TZVPD

Geometry as ORCA input:
```
! wB97M-V def2-TZVPD RIJCOSX def2/J DEFGRID3
* xyz 0 1
C -0.8071 2.4223 1.4455
C -0.2961 1.5423 0.6907
C 0.6266 0.6410 -0.0885
O 0.9346 -0.5959 0.9431
C -0.1908 -0.7253 -0.1696
C 0.3421 -1.8971 -1.0768
S -0.6116 -3.1800 -1.2386
H -1.1090 3.2588 1.8889
H 1.2637 1.0170 -0.8824
H -1.4310 -0.6645 0.0012
H 1.2786 -1.8185 -1.5134
*
```

Calculated values
- gap between HOMO and LUMO (eV) = 8.41
- ΔE to the lowest compared entry with this formula, charge and spin (eV) = 5.979
- HOMO level (eV) = -9.07
- energy (eV) = -18125.973

Results of the Mulliken charge analysis, in e, for atoms 1 through 8: number 1, C, carries -0.02; number 2, C, carries -0.63; number 3, C, carries 0.01; number 4, O, carries -0.38; number 5, C, carries 0.00; number 6, C, carries -0.30; number 7, S, carries -0.21; number 8, H, carries 0.51

2.
C5H4OYb | ωB97M-V/def2-TZVPD

Geometry as ORCA input:
```
! wB97M-V def2-TZVPD RIJCOSX def2/J DEFGRID3
* xyz 1 2
C -1.6467 -0.7713 -0.1824
H -1.9570 -1.1132 -1.1741
H -2.5208 1.0400 0.9255
H -2.3407 -0.7000 0.8943
C -1.7935 0.6867 0.1898
C -0.3732 -0.1799 -0.0770
C 0.9349 -0.2335 0.0257
C 2.1930 -0.2865 0.0607
O 3.3853 -0.3719 0.0720
Yb 5.9468 0.4857 -0.1338
H -1.8283 1.4440 -0.6008
*
```

Calculated values
- gap between HOMO and LUMO (spin up / spin down) (eV) = 5.83 / 7.47
- ⟨S²⟩ = 0.75
- HOMO level (spin up / spin down) (eV) = -10.18 / -11.90
- energy (eV) = -38812.281

Results of the Mulliken charge analysis, in e, for atoms 1 through 8: number 1, C, carries -0.45; number 2, H, carries 0.25; number 3, H, carries 0.29; number 4, H, carries 0.29; number 5, C, carries -0.73; number 6, C, carries -0.39; number 7, C, carries 0.64; number 8, C, carries 0.46